# 1
{"formula": "C29H39NO2", "method": "ωB97M-V/def2-TZVPD", "elements": ["C", "C", "H", "H", "H", "H", "H", "H", "C", "C", "H", "C", "H", "C", "N", "H", "C", "C", "H", "C", "C", "H", "H", "C", "C", "H", "C", "H", "C", "C", "C", "C", "H", "H", "H", "H", "H", "C", "C", "C", "H", "H", "H", "H", "C", "H", "H", "C", "C", "H", "C", "H", "O", "H", "C", "C", "H", "H", "H", "H", "H", "H", "H", "H", "C", "O", "H", "H", "H", "C", "C"], "xyz": [[-2.044, -0.444, -0.521], [-2.562, -1.324, 0.466], [4.030, 0.677, 2.293], [-0.102, 2.828, 5.645], [-6.881, -0.379, -0.642], [-0.276, -0.147, 0.503], [-0.900, 1.909, -0.575], [-4.271, -2.340, 1.263], [-2.983, 0.275, -1.308], [3.686, -2.345, -1.665], [3.290, -4.433, -3.391], [2.699, -4.479, -2.469], [3.800, 1.135, 0.596], [0.925, 2.960, 5.286], [0.316, -1.165, -1.141], [2.144, -2.075, -3.830], [-4.859, -0.895, -0.228], [0.774, -1.110, -2.481], [4.260, -2.242, -2.600], [-4.351, 0.044, -1.130], [1.506, -2.346, -2.978], [-1.762, 1.171, -2.872], [1.584, 2.297, 5.853], [-3.923, -1.615, 0.523], [1.229, 1.634, -0.404], [-2.428, -2.441, 2.268], [-2.647, 1.378, -2.267], [2.759, 1.379, 3.979], [-0.531, -0.139, -0.552], [1.542, -3.236, -0.675], [1.146, 2.043, 1.065], [0.173, 2.952, 1.551], [-6.635, -1.028, 0.988], [-6.632, -2.125, -0.398], [-0.652, 3.895, 3.271], [3.276, -5.049, -1.730], [2.170, -3.650, 0.119], [0.118, 3.212, 2.916], [2.129, 1.552, 1.949], [-0.839, 3.671, 0.682], [1.216, 3.997, 5.503], [-1.224, -1.150, 2.166], [-1.014, -2.655, 1.244], [4.296, -2.925, -0.952], [-0.135, 1.243, -0.976], [-0.455, 3.955, -0.306], [2.072, 2.288, -2.286], [1.021, 2.653, 3.823], [-6.331, -1.122, -0.064], [-2.529, 2.340, -1.745], [1.924, 2.682, -1.272], [-1.777, 3.105, 0.563], [0.541, -0.161, -3.233], [3.501, -1.344, -1.247], [2.374, -3.085, -1.946], [3.297, 0.724, 1.480], [-1.143, 4.602, 1.174], [1.321, 3.598, -1.338], [2.903, 2.933, -0.842], [1.777, -5.036, -2.674], [0.705, -3.931, -0.854], [-0.090, 1.312, -2.062], [0.744, -3.051, -3.353], [-3.475, 1.535, -2.968], [-1.749, -1.919, 1.584], [1.150, -1.545, 0.971], [3.001, -0.313, 1.266], [-5.063, 0.661, -1.683], [1.825, 0.706, -0.438], [1.021, -1.921, -0.203], [2.019, 1.820, 3.312]], "atomic_forces_ev_per_a": [[-0.487, 0.317, -0.353], [-0.061, 0.030, -0.271], [-0.009, 0.020, -0.199], [0.188, -0.001, -0.003], [-0.113, -0.109, 0.022], [0.163, -0.193, 0.124], [0.333, -0.284, -0.434], [0.059, 0.233, -0.173], [-0.067, -0.512, 0.511], [-0.058, 0.042, 0.001], [-0.087, 0.004, 0.090], [0.034, -0.234, -0.106], [-0.158, -0.019, 0.167], [-0.014, 0.070, 0.289], [0.339, -0.118, -0.511], [-0.390, 0.161, 0.122], [0.868, -0.201, -0.316], [-0.511, 0.698, -0.805], [-0.158, 0.059, 0.322], [-0.369, -0.192, 0.421], [0.482, -0.159, -0.088], [-0.190, 0.116, 0.145], [-0.116, 0.105, 0.035], [-0.365, 0.614, -0.066], [-0.035, -0.307, 0.243], [0.197, 0.125, -0.110], [-0.122, 0.333, -0.690], [-0.122, 0.146, 0.007], [-1.074, 0.584, 0.849], [0.515, -0.300, 0.147], [0.256, 0.357, -0.053], [0.253, -0.549, -0.050], [0.088, -0.017, -0.222], [0.090, 0.227, 0.017], [0.118, -0.061, 0.061], [-0.069, 0.120, -0.104], [-0.190, 0.018, 0.003], [0.258, 0.010, 0.121], [-0.613, 0.103, -0.046], [-0.332, 0.462, 0.116], [-0.040, -0.219, -0.070], [0.008, -0.182, -0.224], [-0.021, 0.180, 0.109], [-0.205, 0.297, -0.193], [0.000, 0.954, -0.200], [-0.153, -0.226, 0.253], [-0.028, 0.139, 0.167], [0.008, -0.254, -0.638], [-0.196, -0.006, 0.102], [0.164, -0.311, -0.177], [0.114, 0.024, 0.016], [0.325, 0.085, -0.048], [0.262, -1.882, 1.000], [0.157, -0.191, -0.088], [-0.150, -0.211, -0.179], [0.221, -0.332, 0.187], [0.173, -0.105, -0.001], [0.253, -0.185, -0.017], [-0.193, 0.068, -0.160], [0.140, 0.029, -0.029], [0.117, 0.327, 0.046], [-0.090, 0.372, 0.553], [0.066, 0.337, 0.117], [0.042, -0.172, 0.137], [0.177, -0.396, 0.114], [-0.122, -0.881, -2.169], [0.034, 0.315, -0.026], [0.215, -0.189, 0.022], [0.052, 0.426, -0.001], [0.259, 0.114, 2.112], [-0.119, 0.375, 0.074]], "smiles": "Cc1cc(C)c([C@H](C)C[C@@H](c2c(C)cc(C)cc2C)N2C(=O)CC(C)(C)CC2=O)c(C)c1", "max_force_ev_per_a": 2.3, "e_lumo_ha": 0.0219, "homo_ev": -8.279}

# 2
{"formula": "C5H16NO2", "method": "ωB97M-V/def2-TZVPD", "elements": ["C", "C", "H", "H", "H", "H", "H", "C", "H", "O", "O", "H", "H", "N", "C", "H", "H", "H", "H", "H", "C", "H", "H", "H"], "xyz": [[0.160, 1.251, 0.064], [-1.107, 0.769, -0.661], [-0.895, 2.938, 1.205], [-1.267, -1.755, 1.633], [-2.077, 0.353, 1.248], [1.507, -2.387, -0.620], [-2.763, -0.641, 0.026], [0.100, 2.357, 0.867], [1.415, 4.057, 1.220], [0.408, -1.383, -2.209], [1.048, -2.920, -0.020], [2.209, 2.579, 0.345], [-0.123, -2.196, -2.358], [-0.712, -1.203, 0.915], [-1.768, -0.215, 0.360], [0.517, -1.120, -3.146], [1.002, 0.784, -0.315], [1.888, 2.578, 2.234], [-0.098, -0.688, 1.498], [-0.638, 0.200, -1.518], [1.505, 2.882, 1.195], [1.297, -3.896, -0.254], [-0.176, -1.777, 0.262], [-1.805, 1.559, -0.980]], "atomic_forces_ev_per_a": [[-4.941, 0.233, -2.154], [1.862, -1.164, 0.056], [2.343, -1.669, -0.777], [1.052, -0.115, -1.260], [0.184, -0.020, -0.113], [1.487, 1.045, -1.808], [1.666, -0.277, -0.071], [1.585, 2.768, 2.400], [0.428, -2.142, 0.158], [-0.573, -0.720, -1.223], [-0.514, -3.743, 0.906], [-0.697, 0.264, 1.521], [0.383, 0.398, 0.453], [-4.038, 0.244, 0.982], [-0.548, 0.706, 0.130], [0.334, 0.222, 0.524], [2.181, -0.768, 0.152], [-0.510, 0.203, -1.222], [1.155, 0.583, 0.617], [-1.380, 0.501, 0.622], [-1.196, 2.161, -0.662], [-0.692, 2.620, 0.730], [0.162, -1.064, -0.282], [0.266, -0.266, 0.323]], "spin_multiplicity": 2, "max_force_ev_per_a": 5.4, "e_lumo_ha": [-0.3082, -0.4504], "s_squared": 0.75, "homo_ev": [-18.959, -18.957], "total_charge": 2}

# 3
{"formula": "C3H4O", "method": "ωB97M-V/def2-TZVPD", "elements": ["C", "H", "H", "H", "C", "H", "C", "O"], "xyz": [[1.091, -0.219, 0.132], [-1.415, 0.292, -0.935], [-2.071, -0.816, 0.190], [2.930, 0.785, -0.320], [-1.203, -0.092, -0.032], [-1.420, 0.522, 0.819], [2.110, 0.399, 0.034], [-0.022, -0.872, 0.114]], "atomic_forces_ev_per_a": [[0.048, 0.337, -0.579], [0.121, 1.637, -3.226], [1.346, 0.432, -0.792], [4.040, 2.021, -1.286], [-2.438, -3.566, 4.081], [0.845, 1.210, 0.242], [-3.636, -1.923, 1.382], [-0.325, -0.149, 0.177]], "smiles": "C#COC", "max_force_ev_per_a": 5.9, "e_lumo_ha": 0.0345, "homo_ev": -9.401}

Repeat the third record exactly.
{"formula": "C3H4O", "method": "ωB97M-V/def2-TZVPD", "elements": ["C", "H", "H", "H", "C", "H", "C", "O"], "xyz": [[1.091, -0.219, 0.132], [-1.415, 0.292, -0.935], [-2.071, -0.816, 0.190], [2.930, 0.785, -0.320], [-1.203, -0.092, -0.032], [-1.420, 0.522, 0.819], [2.110, 0.399, 0.034], [-0.022, -0.872, 0.114]], "atomic_forces_ev_per_a": [[0.048, 0.337, -0.579], [0.121, 1.637, -3.226], [1.346, 0.432, -0.792], [4.040, 2.021, -1.286], [-2.438, -3.566, 4.081], [0.845, 1.210, 0.242], [-3.636, -1.923, 1.382], [-0.325, -0.149, 0.177]], "smiles": "C#COC", "max_force_ev_per_a": 5.9, "e_lumo_ha": 0.0345, "homo_ev": -9.401}